# 1
{"formula": "C13H48O13", "method": "ωB97M-V/def2-TZVPD", "e_lumo_ev": 0.0, "e_homo_ev": -9.13, "homo_lumo_gap_ev": 9.159, "symbols": ["O", "C", "C", "O", "H", "H", "H", "H", "H", "H", "O", "C", "C", "O", "H", "H", "H", "H", "H", "H", "C", "O", "H", "H", "H", "H", "C", "O", "H", "H", "H", "H", "C", "O", "H", "H", "H", "H", "C", "O", "H", "H", "H", "H", "C", "O", "H", "H", "H", "H", "C", "O", "H", "H", "H", "H", "C", "O", "H", "H", "H", "H", "C", "O", "H", "H", "H", "H", "C", "O", "H", "H", "H", "H"], "positions_angstrom": [[2.2735, -1.8294, -0.5068], [3.5061, -1.1193, -0.4906], [4.1872, -1.2986, 0.8412], [4.6961, -2.6168, 0.9717], [1.6640, -1.3145, 0.0455], [4.1200, -1.5091, -1.3013], [3.3189, -0.0519, -0.6607], [3.4258, -1.1250, 1.6140], [4.9639, -0.5373, 0.9790], [5.5998, -2.5746, 1.2894], [-0.7572, 0.0609, -1.4797], [-1.2780, 0.1973, -0.1761], [-0.5981, -0.7149, 0.7917], [0.7025, -0.2271, 1.1515], [-0.0649, 0.7280, -1.5924], [-1.1962, 1.2297, 0.1923], [-2.3498, -0.0370, -0.1887], [-0.4494, -1.6889, 0.3229], [-1.2108, -0.8816, 1.6843], [0.5760, 0.4097, 1.8670], [-0.0219, 3.5380, -1.5016], [0.7866, 2.3801, -1.3015], [0.3425, 4.3892, -0.9155], [-0.0564, 3.8442, -2.5514], [-1.0318, 3.3047, -1.1732], [1.6533, 2.5732, -1.6721], [-0.1695, 3.0438, 2.7610], [-0.3601, 1.6341, 3.0112], [0.6962, 3.4078, 3.3051], [-0.0642, 3.1789, 1.6851], [-1.0540, 3.6149, 3.0514], [-1.1161, 1.4935, 3.5855], [-3.0861, 1.4403, -3.7028], [-4.2861, 0.7172, -3.4617], [-3.0774, 1.8778, -4.7067], [-2.9523, 2.2358, -2.9631], [-2.2726, 0.7262, -3.6148], [-5.0181, 1.3388, -3.4369], [-2.4884, -0.9409, 3.4958], [-1.6562, -2.0367, 3.1823], [-3.1926, -0.8162, 2.6798], [-3.0183, -1.0818, 4.4439], [-1.9108, -0.0078, 3.6044], [-1.0405, -2.1780, 3.9069], [3.4205, 1.9616, 2.4756], [4.2181, 3.0076, 3.0070], [2.3906, 2.0414, 2.8242], [3.4354, 1.9702, 1.3803], [3.7585, 0.9656, 2.7823], [5.0496, 2.6366, 3.3088], [0.9398, 0.8008, -4.4445], [2.2975, 1.0737, -4.8240], [0.3141, 0.5345, -5.2953], [0.9537, -0.0381, -3.7469], [0.5284, 1.6535, -3.8983], [2.4005, 2.0198, -4.9431], [0.7241, -3.8406, 1.4187], [2.1118, -4.0966, 1.4388], [0.2044, -4.7795, 1.6097], [0.4374, -3.0806, 2.1486], [0.3772, -3.4904, 0.4374], [2.5539, -3.4760, 0.8475], [-5.7193, 0.2216, 0.5335], [-6.4422, 0.5944, 1.7029], [-4.8995, 0.9299, 0.3363], [-5.2883, -0.7756, 0.6138], [-6.4049, 0.3130, -0.3026], [-5.9671, 0.2907, 2.4799], [-0.0176, -3.4915, -2.5709], [1.3700, -3.2535, -2.7666], [-0.1882, -4.3148, -1.8652], [-0.5354, -2.5890, -2.2349], [-0.4411, -3.7989, -3.5271], [1.6837, -2.7666, -1.9911]], "forces_ev_per_a": [[0.16, -0.03, -0.08], [-0.18, 0.08, -0.06], [-0.01, 0.23, 0.28], [0.07, 0.11, -0.10], [-0.04, 0.07, 0.09], [0.02, 0.00, -0.01], [0.05, -0.02, -0.04], [0.09, -0.04, 0.04], [0.07, -0.11, -0.11], [-0.02, -0.09, 0.03], [-0.09, 0.14, -0.22], [-0.36, 0.23, -0.03], [0.00, -0.04, 0.34], [-0.02, -0.27, -0.07], [0.02, -0.03, 0.09], [0.05, -0.01, -0.08], [0.06, -0.09, -0.22], [-0.10, 0.11, -0.01], [0.50, 0.21, -0.62], [-0.02, 0.07, 0.02], [0.03, 0.23, 0.04], [0.02, 0.39, -0.09], [0.01, -0.11, 0.01], [-0.03, -0.12, 0.00], [0.00, -0.11, -0.02], [0.08, -0.19, 0.06], [-0.67, -0.38, -0.04], [0.25, 0.48, -0.11], [0.10, 0.08, -0.05], [0.31, -0.03, 0.01], [0.08, -0.04, 0.14], [0.13, 0.27, 0.02], [-0.17, -0.04, -0.05], [-0.05, 0.00, 0.06], [0.03, 0.01, 0.03], [0.12, -0.01, -0.01], [0.08, 0.05, 0.07], [-0.01, -0.01, -0.05], [0.15, 0.25, 0.71], [-0.25, -0.23, 0.43], [-0.12, -0.01, -0.03], [-0.15, -0.11, -0.17], [-0.24, -0.41, -0.17], [0.04, -0.06, 0.02], [0.08, -0.57, -0.16], [-0.15, -0.03, 0.08], [0.06, 0.24, -0.03], [-0.10, 0.12, 0.05], [0.09, 0.16, 0.08], [0.01, 0.04, -0.02], [0.49, 0.05, 0.46], [-0.25, -0.10, 0.10], [0.01, 0.13, -0.10], [0.02, -0.07, -0.13], [-0.24, -0.02, -0.16], [-0.05, -0.01, -0.15], [0.08, -0.05, -0.43], [-0.07, -0.11, 0.09], [-0.04, 0.05, 0.21], [-0.05, -0.06, 0.12], [0.16, -0.14, 0.07], [-0.03, -0.02, -0.01], [0.34, 0.67, 0.20], [-0.03, -0.08, -0.03], [-0.06, -0.13, 0.08], [-0.19, -0.15, -0.18], [-0.06, -0.32, -0.06], [0.03, 0.00, -0.03], [0.27, -0.14, -0.14], [-0.32, -0.01, -0.03], [-0.02, 0.12, 0.06], [-0.06, -0.02, 0.04], [0.00, 0.06, -0.03], [0.11, 0.00, 0.00]]}

***

# 2
{"formula": "C41H33BrN4O6Re", "method": "ωB97M-V/def2-TZVPD", "e_lumo_ev": [-1.7, -1.4], "e_homo_ev": [-7.65, -7.51], "multiplicity": 2, "homo_lumo_gap_ev": [5.927, 6.096], "symbols": ["Re", "C", "O", "C", "C", "C", "C", "C", "C", "N", "N", "C", "O", "C", "C", "C", "C", "C", "C", "C", "O", "H", "H", "H", "H", "H", "H", "H", "H", "H", "H", "H", "H", "Br", "C", "C", "C", "C", "O", "C", "C", "N", "C", "C", "C", "C", "C", "C", "C", "C", "N", "C", "C", "H", "H", "H", "H", "H", "H", "H", "H", "H", "H", "C", "C", "C", "C", "C", "C", "C", "C", "C", "C", "O", "O", "H", "H", "H", "H", "H", "H", "H", "H", "H", "H", "H"], "positions_angstrom": [[0.5560, 0.1400, 1.1729], [2.1440, 4.5533, 1.5318], [2.1727, 4.5362, 0.1112], [2.7644, 3.4543, -0.4820], [3.6239, 3.6989, -1.5349], [4.2957, 2.6578, -2.1658], [4.1601, 1.3738, -1.6981], [3.2627, 1.0714, -0.6637], [3.1970, -0.2739, -0.2047], [2.3227, -0.7523, 0.6291], [2.4726, -2.0216, 1.0227], [1.4089, -2.5393, 1.5799], [0.2920, -1.9189, 1.6687], [1.5594, -3.8786, 2.1823], [1.0293, -4.1197, 3.4463], [1.2797, -5.3243, 4.0798], [1.9880, -6.3216, 3.4272], [2.4687, -6.0994, 2.1457], [2.2832, -4.8727, 1.5345], [2.4629, 2.1119, -0.0927], [1.4906, 1.8969, 0.7317], [3.1587, 4.4692, 1.9356], [1.5189, 3.7567, 1.9420], [1.7336, 5.5236, 1.8116], [3.7700, 4.7192, -1.8526], [4.9637, 2.8722, -2.9829], [4.7162, 0.5662, -2.1490], [3.9459, -0.9630, -0.5823], [0.4425, -3.3535, 3.9331], [0.9289, -5.4797, 5.0906], [2.1723, -7.2676, 3.9186], [3.0023, -6.8827, 1.6279], [2.6834, -4.6683, 0.5553], [-1.7945, -2.5750, 7.6366], [-0.9290, -1.6645, 6.2102], [0.4378, -1.3981, 6.3084], [1.0684, -0.7503, 5.2806], [0.3913, -0.3712, 4.0935], [1.0810, 0.1772, 3.1581], [-1.0174, -0.6475, 4.0174], [-1.8439, -0.2998, 2.9088], [-1.4574, 0.2485, 1.8002], [-2.4148, 0.5540, 0.8302], [-3.4871, -0.2541, 0.5193], [-4.4125, 0.1323, -0.4606], [-4.2777, 1.3200, -1.1266], [-3.1876, 2.1677, -0.8508], [-2.9672, 3.3897, -1.5183], [-1.8727, 4.1396, -1.1932], [-0.9986, 3.6649, -0.1991], [-1.1783, 2.5438, 0.4418], [-2.2414, 1.7834, 0.1322], [-1.6441, -1.2824, 5.1030], [0.9886, -1.7017, 7.1857], [2.1248, -0.5353, 5.3328], [-2.9049, -0.5185, 3.0352], [-3.6070, -1.2156, 0.9981], [-5.2419, -0.5235, -0.6861], [-4.9902, 1.6229, -1.8807], [-3.6750, 3.7147, -2.2652], [-1.6580, 5.0706, -1.6908], [-0.1241, 4.2404, 0.0659], [-2.7030, -1.4917, 5.0495], [-2.7532, 0.5695, -6.6227], [-2.0250, 0.3131, -5.3360], [-1.2346, 1.2979, -4.7611], [-0.4939, 1.0572, -3.6123], [0.3765, 2.1256, -3.0218], [-0.5506, -0.2087, -3.0370], [-1.3738, -1.2006, -3.5666], [-1.4744, -2.5307, -2.8855], [-2.0996, -0.9263, -4.7148], [0.2527, -0.5282, -1.8067], [1.2049, -1.2896, -1.8258], [-0.1989, 0.0658, -0.7595], [-2.9000, 1.6349, -6.7865], [-3.7210, 0.0723, -6.6341], [-2.1707, 0.1792, -7.4585], [-1.1803, 2.2732, -5.2233], [0.0934, 3.1080, -3.3946], [1.4227, 1.9468, -3.2750], [0.2963, 2.1225, -1.9366], [-1.8905, -2.4067, -1.8848], [-0.4841, -2.9679, -2.7717], [-2.1070, -3.2112, -3.4511], [-2.7233, -1.7008, -5.1399]], "forces_ev_per_a": [[0.31, 0.46, 0.05], [0.02, 0.07, 0.36], [-0.25, -0.10, -0.27], [0.11, -0.30, 0.23], [-0.20, -0.15, 0.27], [0.15, -0.16, 0.02], [-0.07, 0.08, -0.02], [-0.68, 0.79, 0.08], [-0.26, -0.55, 0.26], [-0.70, 1.38, -1.07], [0.54, -2.07, 0.85], [1.82, 0.16, -0.70], [-0.91, 2.20, -0.24], [-0.19, -0.19, 0.04], [0.00, 0.08, -0.15], [-0.05, -0.06, 0.09], [0.02, 0.03, 0.04], [0.05, -0.06, 0.00], [-0.07, 0.09, 0.03], [1.27, 0.14, -1.45], [-1.16, -1.77, 1.88], [-0.06, -0.04, -0.04], [0.09, 0.12, -0.06], [0.04, -0.06, -0.04], [-0.02, 0.15, 0.03], [0.09, 0.01, -0.13], [0.09, -0.10, -0.03], [0.06, -0.07, 0.26], [0.00, 0.08, 0.07], [-0.10, -0.05, 0.02], [-0.02, -0.02, 0.01], [0.07, -0.04, -0.04], [0.07, 0.00, -0.13], [0.02, 0.06, -0.09], [-0.59, -0.10, -0.06], [0.06, 0.22, -0.28], [0.04, 0.10, 0.02], [-0.50, -0.31, 0.33], [0.35, 0.60, -0.50], [0.54, 0.06, -0.30], [0.24, -0.10, 0.62], [0.71, -0.68, -0.42], [-1.31, 0.23, -0.76], [0.61, 0.19, 0.24], [-0.23, 0.27, -0.29], [-0.10, -0.23, 0.02], [0.30, -0.24, 0.29], [0.18, 0.14, 0.15], [-0.27, -0.15, -0.18], [-0.03, 0.05, 0.10], [0.11, 0.04, 0.41], [-0.58, 0.00, -0.27], [0.10, -0.30, 0.48], [0.03, -0.02, 0.06], [0.09, 0.01, -0.04], [-0.01, 0.28, 0.00], [0.06, -0.08, 0.09], [-0.01, -0.02, -0.02], [-0.08, -0.04, -0.06], [-0.06, 0.04, -0.15], [0.00, 0.15, -0.05], [0.15, 0.06, 0.00], [-0.08, -0.02, 0.00], [0.05, -0.05, -0.01], [-0.02, 0.07, 0.04], [-0.02, -0.11, -0.01], [-0.01, -0.09, 0.05], [0.05, -0.03, 0.02], [-0.07, -0.02, -0.04], [0.08, 0.06, -0.05], [0.07, -0.07, -0.03], [0.06, 0.07, 0.01], [0.56, -0.57, -0.71], [-0.18, -0.08, -0.29], [-0.23, 0.43, 1.64], [-0.04, 0.05, -0.03], [-0.08, 0.00, -0.03], [-0.03, 0.01, -0.09], [0.00, 0.16, -0.08], [0.03, 0.06, -0.01], [0.11, 0.04, 0.00], [0.03, 0.08, 0.00], [-0.05, -0.07, 0.08], [0.00, -0.10, 0.02], [-0.04, -0.05, 0.02], [-0.11, -0.08, -0.05]]}

***

# 3
{"formula": "C3H5LiO3Tm", "method": "ωB97M-V/def2-TZVPD", "total_charge": 2, "e_lumo_ev": [-7.2, -9.2], "e_homo_ev": [-12.80, -15.04], "multiplicity": 4, "homo_lumo_gap_ev": [5.583, 5.801], "symbols": ["O", "C", "C", "O", "O", "C", "Tm", "H", "H", "H", "H", "Li", "H"], "positions_angstrom": [[-0.7425, -0.8210, -1.1398], [-0.9463, -0.3172, 0.0438], [0.6278, -0.6252, -1.5508], [-2.0447, -0.2260, 0.5647], [0.0601, 0.4694, 0.4165], [1.1801, 0.3373, -0.4952], [-4.0727, 0.4900, 1.7509], [0.6272, -0.2095, -2.5615], [1.1205, -1.6026, -1.5396], [1.3931, 1.3469, -0.8597], [2.0362, -0.0551, 0.0598], [0.4227, 1.3658, 2.2146], [0.3384, -0.1527, 3.0963]], "forces_ev_per_a": [[0.07, -0.71, 0.56], [-2.08, 1.71, -1.99], [0.48, -0.30, -0.39], [0.37, -0.67, 0.78], [0.87, 0.09, 1.63], [0.53, 0.25, -0.31], [0.12, -0.16, -0.21], [-0.07, -0.12, 0.24], [-0.08, 0.27, -0.07], [0.01, -0.29, -0.09], [-0.13, 0.00, -0.17], [-0.09, 0.67, -0.49], [0.02, -0.72, 0.52]]}

***

# 4
{"formula": "C32H35N4O4RuSSb2", "method": "ωB97M-V/def2-TZVPD", "e_lumo_ev": [-0.7, -3.6], "e_homo_ev": [-6.81, -7.94], "multiplicity": 6, "homo_lumo_gap_ev": [6.134, 4.330], "symbols": ["Ru", "C", "N", "C", "C", "C", "C", "C", "N", "C", "C", "C", "C", "C", "C", "H", "H", "H", "H", "H", "H", "H", "H", "H", "H", "H", "C", "Sb", "C", "C", "C", "C", "C", "C", "C", "C", "C", "Sb", "C", "C", "H", "H", "H", "H", "H", "H", "H", "H", "H", "H", "H", "H", "H", "H", "H", "H", "H", "H", "H", "H", "S", "C", "N", "O", "C", "O", "C", "C", "C", "C", "C", "C", "N", "O", "O", "H", "H", "H", "H"], "positions_angstrom": [[-1.2267, -0.0442, 1.0049], [-0.3971, 3.1967, 1.5447], [-1.3438, 2.2492, 0.9402], [-2.3500, 2.7147, 0.2774], [-3.2361, 1.8344, -0.3745], [-4.4309, 2.0330, -1.0576], [-4.8960, 0.7603, -1.4044], [-3.9526, -0.1477, -0.9146], [-2.9446, 0.4981, -0.2986], [0.4809, 3.8851, 0.5154], [1.1039, 3.1356, -0.4828], [1.9039, 3.7463, -1.4354], [2.0940, 5.1244, -1.4035], [1.4785, 5.8791, -0.4166], [0.6722, 5.2600, 0.5365], [0.2325, 2.6400, 2.2380], [-0.9247, 3.9401, 2.1445], [-2.5188, 3.7888, 0.2115], [-4.8984, 2.9883, -1.2632], [-5.8056, 0.5127, -1.9344], [-3.9694, -1.2246, -0.9934], [0.9472, 2.0643, -0.5187], [2.3749, 3.1469, -2.2079], [2.7132, 5.6063, -2.1511], [1.6171, 6.9539, -0.3899], [0.1870, 5.8553, 1.3031], [-1.5228, -3.2824, -1.9246], [-1.4989, -2.8285, 0.1528], [-2.6896, -4.5120, 0.7204], [0.4509, -3.6815, 0.5373], [0.7537, -3.8736, 2.0008], [0.1321, -4.9289, 2.6748], [0.3368, -5.1632, 4.0241], [1.1938, -4.3367, 4.7354], [1.8390, -3.3032, 4.0761], [1.6398, -3.0517, 2.7157], [2.4055, -1.9228, 2.0775], [1.3159, -0.0861, 1.9204], [2.9747, 1.2161, 1.7136], [1.0332, 0.1551, 4.0388], [-1.2147, -4.3227, -2.0439], [-0.8481, -2.6152, -2.4578], [-2.5352, -3.1556, -2.3121], [-2.2178, -5.4166, 0.3269], [-3.6811, -4.3942, 0.2752], [-2.7925, -4.5795, 1.8047], [1.1599, -3.0384, 0.0154], [0.3973, -4.6388, 0.0167], [-0.5282, -5.5849, 2.1149], [-0.1628, -5.9908, 4.5152], [1.3711, -4.5050, 5.7916], [2.5288, -2.6679, 4.6249], [2.7683, -2.1400, 1.0760], [3.2492, -1.6319, 2.7045], [3.6183, 1.0477, 2.5789], [2.6596, 2.2591, 1.6804], [3.4837, 0.9584, 0.7872], [2.0004, 0.1717, 4.5492], [0.4346, -0.6798, 4.4056], [0.4943, 1.0815, 4.2454], [-4.9943, 0.1881, 3.2098], [-3.4689, -0.1366, 2.9348], [-2.3111, -0.3824, 2.7224], [1.9581, -0.4236, -0.8186], [0.9276, -0.2024, -1.4731], [-0.2758, -0.4094, -1.0989], [1.0740, 0.3336, -2.8838], [-0.0548, 0.6656, -3.6216], [0.0768, 1.1764, -4.9064], [1.3455, 1.3412, -5.4187], [2.4843, 1.0211, -4.7092], [2.3401, 0.5125, -3.4254], [1.4933, 1.8887, -6.8005], [0.4811, 2.0742, -7.4390], [2.6176, 1.9857, -7.2410], [-1.0330, 0.5351, -3.1721], [-0.7819, 1.4503, -5.5017], [3.4552, 1.1740, -5.1597], [3.2061, 0.2536, -2.8288]], "forces_ev_per_a": [[0.10, -0.74, -0.19], [0.02, 0.14, 0.00], [-0.27, 0.77, -0.45], [1.11, 1.12, 0.76], [0.56, -1.55, 0.45], [-2.13, -0.53, -1.35], [-0.97, 2.76, -0.37], [2.34, -0.10, 1.33], [-0.98, -1.24, -0.81], [-0.13, -0.10, -0.25], [-0.08, -0.05, -0.03], [0.00, 0.04, -0.01], [-0.02, -0.05, 0.02], [-0.05, -0.04, 0.08], [0.00, 0.11, 0.03], [-0.05, -0.15, 0.02], [-0.15, 0.08, -0.08], [-0.06, 0.07, -0.05], [0.02, -0.19, 0.02], [0.10, 0.10, 0.07], [0.07, -0.01, 0.05], [0.05, 0.01, 0.02], [-0.05, 0.03, 0.08], [-0.03, -0.03, 0.05], [-0.02, -0.07, 0.02], [0.02, 0.01, -0.03], [-0.04, -0.06, -0.08], [0.27, 0.17, 0.42], [-0.02, -0.14, 0.00], [-0.14, -0.06, 0.03], [-0.03, -0.02, -0.17], [-0.04, 0.00, -0.03], [-0.02, -0.03, -0.02], [0.04, 0.04, 0.00], [-0.01, 0.04, 0.02], [0.13, 0.16, -0.08], [-0.08, 0.01, 0.09], [-0.01, -0.32, 0.34], [0.10, 0.02, 0.07], [0.16, 0.02, 0.01], [-0.03, 0.05, -0.12], [-0.01, -0.04, 0.02], [0.06, -0.05, -0.05], [-0.14, 0.01, 0.07], [0.08, -0.06, 0.06], [0.02, 0.00, -0.13], [0.02, -0.01, 0.06], [0.20, -0.08, 0.04], [0.06, 0.05, 0.05], [0.02, 0.05, -0.04], [-0.01, 0.02, -0.07], [-0.05, -0.05, -0.04], [0.01, -0.08, -0.03], [0.11, -0.20, -0.01], [0.06, 0.09, -0.11], [0.05, -0.05, 0.02], [0.04, 0.05, 0.02], [-0.11, 0.01, 0.01], [0.02, 0.05, -0.01], [0.03, -0.04, 0.01], [-0.74, 0.18, 0.06], [2.15, -0.48, -0.33], [-1.67, 0.31, 0.69], [-0.17, 0.11, 0.04], [-0.14, -0.48, -0.09], [0.37, 0.30, -0.12], [-0.03, 0.06, 0.15], [-0.07, 0.13, -0.19], [-0.26, -0.02, 0.19], [0.05, 0.40, -0.31], [0.21, -0.03, 0.16], [0.11, 0.05, -0.18], [0.00, -1.16, 0.16], [-0.18, 0.39, 0.02], [0.16, 0.38, 0.04], [0.11, -0.03, -0.05], [0.01, -0.01, 0.00], [-0.04, -0.02, 0.03], [-0.06, -0.01, -0.02]]}

***

Values of energy above the lowest of the compared OMol25 structures with the same formula, charge and spin, in order: 14.76 0.00 72.66 23.93, all in kcal per mole.